Density functional theory data (ωB97M-V/def2-TZVPD) for a molecular structure, C66H42Cl5CrN4O2P2SSe at a distorted geometry.

Last column: Mulliken spin population.
Atoms and positions in Å:
H (-4.26363, 0.94006, -1.10893)  0.000
N (-2.59882, -3.63284, -4.37452)  -0.001
Cr (0.19845, -0.15207, 0.43115)  3.164
H (-4.13841, 7.56107, 0.40660)  0.000
C (0.58101, 2.87407, -2.69281)  0.020
P (-0.61952, 0.07513, 2.78949)  -0.028
H (-3.81665, 2.79751, -1.18666)  -0.001
Cl (3.47154, -4.55317, 0.85190)  -0.001
H (-4.71774, 5.05249, -1.31926)  0.000
H (-6.54567, 0.71475, -0.19548)  0.000
C (5.36451, 2.81142, 0.48039)  -0.001
H (-1.74911, -4.52319, 4.18290)  0.000
C (-3.11280, -3.08053, -1.52769)  0.011
C (-3.29109, 7.38177, -0.25617)  0.000
C (-3.37605, 0.76543, 2.17051)  0.025
H (-7.63766, 1.67682, 2.59129)  0.000
C (-3.24820, -2.74254, -0.19989)  -0.004
C (0.32176, 4.36840, 0.38609)  0.043
H (2.40446, 4.37547, 2.36838)  0.001
C (-1.03345, 6.84649, 0.41475)  0.000
C (-7.08132, 0.74434, 2.70166)  0.000
C (-1.16984, -1.68444, -1.61298)  0.015
H (1.75681, -1.06627, 4.02911)  -0.001
C (1.85679, 0.19538, -2.16394)  -0.004
C (-5.85191, 0.77881, 1.83606)  0.000
H (0.10031, 4.76854, 3.77287)  0.000
H (0.88650, 0.17328, 5.39893)  -0.001
H (3.38357, 4.42586, -1.59792)  0.000
H (-6.86787, 1.38244, 4.80007)  0.000
C (5.59534, 3.64759, 1.56200)  0.003
H (-0.24317, 2.25450, -2.35774)  0.002
C (-5.05114, 0.55730, 4.00219)  -0.001
C (0.15839, 1.38471, 3.77254)  -0.010
Cl (6.21784, -0.93561, 3.78603)  -0.001
C (-1.28130, -2.50896, 3.64939)  -0.004
C (-1.82986, -2.83709, -3.66913)  -0.001
C (-2.32354, -1.87508, 0.37352)  0.023
C (-1.98552, 3.30924, -0.24290)  0.012
H (4.68477, 4.83154, 3.09646)  0.000
C (3.70155, -2.96939, 1.46757)  -0.005
H (1.56654, 2.08273, 6.76496)  0.000
H (0.87027, 7.70858, 0.89020)  0.000
C (2.61572, 4.07322, -2.27181)  0.000
C (-3.74469, 4.89585, -0.87687)  -0.001
C (-0.72350, -2.25498, -4.36220)  0.001
C (-2.74420, 0.25948, 4.45611)  -0.005
C (0.20035, -1.37275, -3.65805)  -0.015
H (2.03225, 5.58879, 0.69157)  0.001
H (2.49875, 0.79540, -1.53461)  0.039
C (0.29289, 3.76228, 4.12155)  0.006
C (-2.05056, -2.54395, -2.25628)  -0.017
O (-2.03476, 1.02580, -1.52710)  0.000
C (0.95391, 5.57262, 0.61455)  -0.003
P (1.31494, 2.87260, -0.02150)  -0.012
H (-1.58317, 8.76193, -0.38857)  0.000
C (-3.28343, 1.00814, 0.76201)  -0.048
N (-0.60204, -2.58031, -5.62786)  0.000
H (3.50490, 5.02531, -3.96351)  0.000
C (2.82392, -0.67716, 1.69031)  0.017
C (-5.70457, 0.77375, 0.47805)  -0.001
C (1.11242, 2.25472, 5.80030)  0.002
C (1.28981, -3.08523, 4.51655)  0.003
H (-0.56135, 2.86733, 2.38760)  0.015
H (6.60516, 3.84980, 1.88628)  0.000
C (0.98926, -1.82299, 4.03140)  -0.003
C (-0.97671, -3.77143, 4.12921)  0.002
H (-4.05273, -3.12981, 0.40348)  0.000
H (1.17658, 4.38633, 5.97382)  0.000
C (4.89531, -1.33839, 2.77569)  -0.004
C (-1.69635, 5.64079, 0.10328)  0.000
H (-7.75506, -0.05880, 2.40638)  0.000
Cl (1.24395, -2.37379, 0.45991)  -0.014
O (1.87965, 0.19376, 1.43373)  -0.019
H (3.06335, 0.41160, -3.92058)  0.000
C (4.81733, -2.62798, 2.22855)  0.010
N (0.77000, -0.29771, -1.59617)  -0.085
C (-4.06255, 0.35373, 4.92443)  0.000
C (1.56643, 3.29108, -1.79938)  -0.015
H (0.54314, -5.04969, 4.93120)  0.000
H (2.28704, -3.29621, 4.87269)  0.000
C (2.75306, -1.98955, 1.23174)  -0.014
C (-1.98316, 8.00530, 0.28632)  0.000
Cl (3.90422, 1.11122, 3.35814)  0.000
C (2.97698, 3.17473, 0.68155)  0.031
H (3.92632, 1.96339, -0.82922)  0.001
C (-4.70030, 0.73806, 2.65057)  0.001
S (-1.80769, 1.50305, -0.13167)  -0.037
C (-1.09095, 4.36620, 0.14166)  0.039
H (-2.41361, -1.59133, 1.41285)  -0.005
C (0.30083, 6.81459, 0.69106)  -0.002
C (-3.21416, 3.60347, -0.79623)  0.003
N (-1.31180, -1.35557, -0.30856)  -0.077
C (1.69694, 4.00451, -4.49346)  0.001
C (0.31000, -4.06530, 4.55431)  -0.003
C (-4.40211, 0.90821, -0.03744)  -0.003
C (-0.29647, -1.52343, 3.58465)  -0.015
Cl (6.04548, -3.78342, 2.52155)  0.001
C (3.90611, -0.38835, 2.53473)  0.004
H (-1.97451, 0.00947, 5.17728)  -0.001
C (4.51962, 4.20256, 2.23467)  0.000
H (6.19264, 2.35616, -0.04164)  0.000
H (-2.29963, -2.28973, 3.35977)  0.000
Se (-1.93764, -3.68750, -6.02707)  -0.001
C (-2.37770, 0.42254, 3.12846)  -0.035
C (-6.54866, 0.57095, 4.14621)  0.000
H (-3.80216, -3.75087, -2.01932)  0.000
H (-4.27328, 0.20784, 5.97315)  0.000
H (-3.56314, 7.78597, -1.23085)  0.000
C (0.73389, 1.17006, 5.01977)  -0.012
H (-0.13635, 2.91125, -4.70621)  0.000
H (-2.13286, 8.48971, 1.25061)  0.000
C (0.64036, 3.23556, -4.02936)  0.001
C (3.22299, 3.94988, 1.81213)  0.000
C (-0.04222, -1.09206, -2.32027)  0.022
C (1.33210, -0.81379, -4.26230)  0.007
C (-2.99991, 5.91261, -0.35760)  0.001
C (2.17404, -0.03473, -3.50487)  -0.001
C (-0.06357, 2.68528, 3.33214)  -0.014
C (0.89420, 3.54733, 5.35488)  -0.004
C (2.68355, 4.41980, -3.61105)  0.000
H (1.52815, -1.01838, -5.30555)  -0.001
C (4.06964, 2.58031, 0.04787)  0.002
H (-6.90033, -0.35636, 4.60130)  0.000
H (1.75001, 4.28227, -5.53610)  0.000

## Properties
- F_max: 1.1 eV/Å
- Net charge: +2
- Energy relative to the best compared isomer or geometry (same formula, charge and spin): 0.0 kJ/mol
- Spin multiplicity: 4
- Expectation value of S²: 3.810
- Kohn-Sham gap (spin up / spin down): 5.86 / 6.43 eV
- M: 1325.324 g/mol